Entry from OMol25: a 5-piece molecular cluster, C19H53O18P5 overall (wB97M-V/def2-TZVPD).

Computed properties:
**Structure (SMILES)**: COP(=O)(OC)OC.COP(=O)(OC)OC.COP(=O)(OC)OC.COP(=O)(OC)OC.CCP(C)COCCOC
**LUMO energy**: 0.021 Eh
**Strongest force on any atom**: 0.411 eV/Å
**Kohn-Sham gap**: 8.94 eV
**Molecular weight**: 724.5 g mol⁻¹
**E**: -3817.15832 hartree

Geometry as ORCA input:
```
! RIJCOSX wB97M-V def2-TZVPD def2/J DEFGRID3
* xyz 0 1
C -2.537 0.576 -2.990
C -2.796 -0.433 -1.867
P -2.293 -2.147 -2.335
C -0.568 -1.892 -2.898
C -1.977 -2.902 -0.664
O -0.690 -2.672 -0.119
C -0.649 -2.455 1.278
C -1.077 -1.042 1.695
O -0.673 -0.025 0.804
C 0.724 0.148 0.709
H -3.126 1.483 -2.846
H -2.795 0.169 -3.973
H -1.486 0.867 -3.015
H -3.870 -0.489 -1.662
H -2.294 -0.108 -0.955
H 0.085 -1.501 -2.118
H -0.177 -2.855 -3.237
H -0.573 -1.216 -3.754
H -2.763 -2.525 0.007
H -2.125 -3.988 -0.756
H 0.376 -2.668 1.584
H -1.285 -3.174 1.806
H -2.165 -0.964 1.760
H -0.672 -0.853 2.703
H 1.099 0.783 1.522
H 1.263 -0.802 0.729
H 0.940 0.637 -0.242
C -3.734 -7.868 -0.979
O -4.651 -6.788 -1.205
P -5.852 -6.919 -2.236
O -5.766 -8.077 -3.129
O -5.869 -5.478 -2.878
C -4.680 -5.025 -3.548
O -7.151 -6.849 -1.343
C -8.248 -7.742 -1.593
H -2.736 -7.530 -1.253
H -3.757 -8.121 0.080
H -4.008 -8.734 -1.579
H -4.275 -5.795 -4.207
H -3.940 -4.731 -2.808
H -4.958 -4.154 -4.134
H -8.082 -8.686 -1.076
H -8.363 -7.930 -2.658
H -9.135 -7.254 -1.199
C -3.318 -4.062 6.474
O -4.078 -3.426 5.436
P -3.545 -3.343 3.949
O -2.133 -3.703 3.785
O -3.945 -1.874 3.514
C -3.343 -0.780 4.220
O -4.572 -4.180 3.102
C -4.108 -5.056 2.059
H -3.116 -3.324 7.248
H -3.917 -4.870 6.888
H -2.381 -4.450 6.079
H -2.297 -0.991 4.450
H -3.896 -0.587 5.138
H -3.400 0.086 3.565
H -3.862 -6.032 2.476
H -3.229 -4.644 1.566
H -4.923 -5.153 1.347
C 6.152 3.358 1.632
O 5.145 2.582 0.966
P 4.706 2.886 -0.523
O 5.217 4.153 -1.058
O 3.136 2.728 -0.466
C 2.403 3.616 0.391
O 5.100 1.594 -1.331
C 5.708 1.702 -2.629
H 5.702 3.812 2.513
H 6.953 2.687 1.934
H 6.536 4.134 0.972
H 2.843 4.614 0.389
H 2.391 3.215 1.404
H 1.391 3.667 0.002
H 6.784 1.824 -2.522
H 5.300 2.546 -3.181
H 5.489 0.773 -3.146
C 8.520 8.372 -0.378
O 7.452 8.745 -1.256
P 6.046 9.222 -0.700
O 5.872 9.032 0.744
O 5.024 8.493 -1.650
C 5.001 7.052 -1.608
O 5.911 10.711 -1.207
C 5.410 11.729 -0.328
H 8.782 7.336 -0.584
H 9.375 9.013 -0.588
H 8.215 8.479 0.661
H 5.144 6.687 -0.592
H 5.778 6.648 -2.253
H 4.025 6.738 -1.965
H 6.223 12.129 0.276
H 4.636 11.334 0.327
H 5.004 12.510 -0.964
*
```